[1]
Molecular formula: C7H14O2
Method: DFT, ωB97M-V with the def2-TZVPD basis set

Last column: Löwdin charge in e.
Element x y z (Å)
C 1.571 -0.616 1.685  -0.337
C -1.358 0.257 -1.656  -0.132
C -1.436 -1.159 0.936  -0.067
C 1.581 0.933 -0.928  -0.064
C -2.049 1.560 -1.365  -0.172
C -0.448 -0.402 0.167  -0.139
C 0.630 0.109 -0.181  -0.102
O 2.920 -0.436 1.355  -0.069
O 1.348 -1.941 2.086  -0.039
H 3.463 -0.638 2.138  0.095
H 1.504 -2.490 1.305  0.101
H 1.260 0.034 2.508  0.118
H -2.019 -0.600 -1.771  0.056
H -0.663 0.281 -2.492  0.061
H -1.737 -2.055 0.389  0.091
H -1.040 -1.449 1.911  0.075
H -2.332 -0.558 1.115  0.084
H 1.974 0.384 -1.787  0.093
H 1.125 1.864 -1.270  0.081
H 2.426 1.183 -0.282  0.076
H -2.710 1.876 -2.186  0.066
H -2.678 1.493 -0.472  0.062
H -1.332 2.371 -1.205  0.061

The total charge is 0. The calculation puts the orbital gap at 7.35 eV. The LUMO energy comes out at 0.868 eV. The calculation puts the energy relative to the best compared isomer or geometry (same formula, charge and spin) at 6.136 eV. The value obtained for the molar mass is 130.2 g mol⁻¹.

[2]
Molecular formula: C28H63N7O5P2
Method: DFT, ωB97M-V with the def2-TZVPD basis set

Last column: Löwdin charge in e.
Element x y z (Å)
C 1.285 1.538 -1.275  -0.106
C 1.474 0.668 -2.523  -0.244
C 2.659 -0.322 -2.323  -0.209
C 3.765 -0.075 -3.349  -0.210
C 5.094 -0.793 -3.068  -0.211
C 5.538 -0.722 -1.593  -0.198
C 5.144 -2.004 -0.815  -0.192
C 4.466 -1.749 0.549  -0.190
C 3.205 -2.622 0.761  -0.189
C 3.091 -3.210 2.177  -0.198
C 2.198 -2.387 3.112  -0.185
C 2.386 -0.871 3.050  -0.120
C 3.695 -0.325 3.543  -0.063
C 3.934 0.959 3.845  -0.188
N 3.075 2.054 3.813  0.152
C 5.374 1.061 4.256  -0.391
O 5.896 1.792 5.033  0.180
O 5.982 0.000 3.607  0.114
C 4.995 -1.006 3.819  -0.379
O 5.260 -2.079 4.245  0.180
H 2.064 2.298 -1.188  0.073
H 1.367 0.899 -0.391  0.058
H 0.308 2.017 -1.231  0.066
H 1.742 1.311 -3.363  0.093
H 0.557 0.116 -2.721  0.092
H 2.255 -1.332 -2.429  0.116
H 3.004 -0.205 -1.296  0.073
H 3.968 0.997 -3.423  0.112
H 3.372 -0.402 -4.315  0.108
H 5.868 -0.302 -3.665  0.099
H 5.061 -1.824 -3.427  0.105
H 5.045 0.131 -1.126  0.095
H 6.618 -0.587 -1.580  0.102
H 6.061 -2.580 -0.677  0.109
H 4.504 -2.620 -1.449  0.093
H 5.187 -1.984 1.332  0.101
H 4.197 -0.691 0.586  0.093
H 2.307 -2.074 0.474  0.106
H 3.318 -3.467 0.079  0.103
H 4.086 -3.382 2.581  0.093
H 2.628 -4.196 2.092  0.106
H 2.242 -2.736 4.145  0.115
H 1.169 -2.574 2.791  0.113
H 2.214 -0.477 2.046  0.116
H 1.609 -0.425 3.681  0.110
H 2.253 1.810 4.360  0.085
H 3.522 2.805 4.335  0.100
O -1.841 -1.048 -4.231  -0.276
P -2.652 -0.723 -5.425  0.620
N -3.558 -2.135 -5.706  -0.300
C -4.127 -2.608 -6.952  -0.134
C -4.284 -2.662 -4.559  -0.128
N -1.419 -0.459 -6.620  -0.312
C -1.129 -1.345 -7.736  -0.132
C -0.171 0.030 -6.056  -0.149
N -3.644 0.487 -6.009  -0.324
C -4.678 0.953 -5.086  -0.118
C -3.952 0.763 -7.388  -0.112
H -5.191 -2.347 -7.056  0.084
H -4.054 -3.698 -6.988  0.088
H -3.619 -2.233 -7.831  0.047
H -5.225 -2.123 -4.382  0.076
H -3.678 -2.595 -3.657  0.072
H -4.522 -3.716 -4.715  0.081
H -1.931 -2.035 -7.957  0.038
H -0.239 -1.958 -7.548  0.085
H -0.942 -0.761 -8.645  0.083
H 0.438 -0.782 -5.639  0.080
H -0.353 0.745 -5.256  0.067
H 0.413 0.536 -6.830  0.085
H -5.608 0.377 -5.178  0.079
H -4.908 2.004 -5.270  0.081
H -4.335 0.876 -4.052  0.081
H -4.860 0.239 -7.712  0.083
H -3.133 0.504 -8.053  0.071
H -4.130 1.836 -7.514  0.086
O -1.724 0.825 3.553  -0.277
P -2.161 1.660 4.702  0.648
N -2.433 0.437 5.878  -0.302
C -3.347 0.451 7.000  -0.137
C -1.326 -0.477 6.113  -0.132
N -3.597 2.391 4.069  -0.319
C -4.950 2.015 4.447  -0.131
C -3.545 2.634 2.633  -0.144
N -1.819 2.957 5.712  -0.326
C -0.439 3.036 6.185  -0.117
C -2.741 3.675 6.554  -0.109
H -2.856 0.729 7.945  0.083
H -3.764 -0.552 7.134  0.088
H -4.188 1.122 6.868  0.047
H -0.565 -0.043 6.780  0.074
H -0.843 -0.747 5.175  0.061
H -1.686 -1.401 6.570  0.082
H -4.998 1.459 5.374  0.041
H -5.425 1.386 3.685  0.085
H -5.570 2.911 4.571  0.083
H -3.778 1.735 2.052  0.081
H -2.559 2.978 2.325  0.074
H -4.266 3.413 2.374  0.083
H -0.287 2.485 7.123  0.082
H -0.148 4.075 6.351  0.084
H 0.247 2.627 5.440  0.060
H -2.775 3.252 7.564  0.083
H -3.746 3.697 6.142  0.071
H -2.418 4.717 6.644  0.088

The SMILES is CCCCCCCCCCCCC1=C(N)C(=O)OC1=O.CN(C)P(=O)(N(C)C)N(C)C.CN(C)P(=O)(N(C)C)N(C)C. The total charge is 0. The calculation puts the orbital gap at 8.47 eV. The LUMO energy comes out at 0.282 eV. The value obtained for the molar mass is 639.8 g mol⁻¹.

[3]
Molecular formula: C2F3NO2S
Method: DFT, ωB97M-V with the def2-TZVPD basis set

Last column: Löwdin charge in e.
Element x y z (Å)
C -0.138 -0.734 0.363  -0.452
C -1.205 0.398 0.153  -0.539
N 1.021 -0.440 -0.224  -0.190
O -0.466 -1.781 0.851  0.156
O 3.035 0.123 -1.343  -0.452
F -1.079 1.419 1.046  0.130
F -1.140 1.030 -1.048  0.131
F -2.392 -0.158 0.233  0.186
S 2.362 0.144 -0.031  1.028

The total charge is 0. The calculation puts the orbital gap at 9.71 eV. The LUMO energy comes out at -1.871 eV. The calculation puts the energy relative to the best compared isomer or geometry (same formula, charge and spin) at 0.000 eV. The value obtained for the molar mass is 159.1 g mol⁻¹.

[4]
Molecular formula: C4H4F3N2O2
Method: DFT, ωB97M-V with the def2-TZVPD basis set

Last column: Löwdin charge in e.
Element x y z (Å)
C -1.623 -1.345 -0.652  0.186
C -2.971 -0.493 -1.713  -0.279
C 0.362 -0.265 0.345  0.071
C -1.489 -2.800 -0.300  -0.604
N -1.400 0.858 -0.770  0.102
N -0.886 -0.339 -0.376  -0.073
O -3.853 -1.017 -2.236  0.277
O -2.491 0.714 -1.607  0.154
F -2.660 -3.404 -0.343  0.215
F -0.654 -3.387 -1.159  0.193
F -0.978 -2.948 0.925  0.179
H 0.759 -1.264 0.523  0.119
H 0.213 0.231 1.308  0.133
H 1.088 0.316 -0.227  0.124
H -0.788 1.627 -1.054  0.204

The total charge is +1. The calculation puts the orbital gap at 10.25 eV. The LUMO energy comes out at -5.526 eV. The calculation puts the energy relative to the best compared isomer or geometry (same formula, charge and spin) at 2.898 eV. The value obtained for the molar mass is 169.1 g mol⁻¹.

[5]
Molecular formula: CH4I2OSi
Method: DFT, ωB97M-V with the def2-TZVPD basis set

Last column: Löwdin charge in e.
Element x y z (Å)
C -2.267 0.371 -0.285  -1.236
O -1.003 -0.234 0.307  -0.556
Si 0.553 0.152 0.091  0.459
I -2.852 1.984 0.976  0.769
I -1.888 0.896 -2.281  0.811
H -3.081 -0.252 -0.407  -0.047
H 0.735 1.589 0.036  -0.055
H 0.859 -0.268 -1.210  -0.109
H 1.206 -0.809 1.028  -0.036

The total charge is 0. The calculation puts the orbital gap at 9.34 eV. The LUMO energy comes out at -0.231 eV. The calculation puts the energy relative to the best compared isomer or geometry (same formula, charge and spin) at 3.301 eV. The value obtained for the molar mass is 313.9 g mol⁻¹.